{
  "formula": "C15H24AuBCl2F4NSeSi",
  "method": "the ωB97M-V functional and the def2-TZVPD basis",
  "spin_multiplicity": 3,
  "s2": 2.01,
  "orbital_gap_ev": [7.02, 6.09],
  "e_above_lowest_kj_mol": 0.0,
  "total_charge": -1,
  "elements": ["Au", "Cl", "C", "Cl", "H", "H", "F", "B", "F", "F", "F", "C", "Si", "C", "C", "C", "C", "H", "H", "H", "H", "H", "H", "H", "H", "H", "Se", "C", "N", "C", "C", "C", "C", "C", "C", "C", "C", "H", "H", "H", "H", "H", "H", "H", "H", "H", "H", "H", "H", "H"],
  "coordinates": [[-0.07094, 0.06736, 0.96988], [4.69041, -1.78789, -0.30692], [3.94015, -0.35626, 0.42513], [2.87055, 0.46316, -0.71544], [4.73068, 0.32512, 0.71799], [3.34935, -0.68462, 1.27743], [-2.63824, -0.44652, 1.04319], [-3.76219, -1.07313, 0.41072], [-4.93966, -0.56228, 0.95134], [-3.69562, -0.84623, -0.96842], [-3.67142, -2.46646, 0.66186], [1.05175, 5.39455, -1.37274], [0.10758, 5.05102, 0.23196], [0.86830, 6.09310, 1.61694], [-1.69893, 5.56175, 0.02280], [0.17031, 3.25912, 0.61226], [0.09620, 2.06196, 0.82712], [0.95672, 6.44043, -1.67468], [0.67346, 4.77822, -2.18956], [2.11472, 5.17607, -1.25747], [0.79776, 7.15954, 1.39013], [1.92286, 5.85332, 1.76205], [0.35402, 5.91872, 2.56310], [-1.79062, 6.60267, -0.29709], [-2.23959, 5.44789, 0.96346], [-2.19791, 4.93733, -0.71923], [1.19968, -1.05245, 2.81212], [1.34042, -4.18262, 0.06840], [0.39352, -3.71522, 1.09368], [0.19855, -4.70411, 2.16311], [-0.92572, -3.25793, 0.55371], [-0.78688, -2.49328, -0.72557], [-1.10432, -3.13063, -1.92334], [-1.00817, -2.46747, -3.13322], [-0.57447, -1.15206, -3.15180], [-0.25533, -0.50948, -1.96358], [-0.35715, -1.16826, -0.74769], [2.26373, -4.49729, 0.55223], [1.56449, -3.36844, -0.61461], [0.91008, -5.01407, -0.49011], [0.81801, -2.85671, 1.57366], [-0.29585, -5.59142, 1.76813], [-0.41704, -4.26242, 2.94458], [1.16423, -4.97803, 2.58437], [-1.38955, -2.62279, 1.30857], [-1.56393, -4.12993, 0.40652], [-1.44469, -4.16093, -1.89878], [-1.28768, -2.96929, -4.05114], [-0.49178, -0.60988, -4.08579], [0.06013, 0.52678, -1.98927]],
  "atomic_forces_ev_per_a": [[0.4, -0.6, 0.4], [0.1, -0.2, 0.0], [-0.2, 0.2, 0.0], [0.3, 0.0, 0.0], [0.0, 0.0, 0.0], [-0.1, 0.0, 0.0], [-0.4, -0.2, 0.0], [0.2, 0.1, 0.0], [0.0, 0.0, 0.0], [0.0, 0.0, 0.0], [0.0, -0.1, 0.0], [-0.1, 0.0, 0.2], [-0.1, -0.1, 0.0], [-0.1, -0.2, -0.2], [0.2, 0.0, 0.0], [0.1, 0.6, 0.0], [-0.1, 0.2, -0.1], [0.0, 0.0, 0.0], [0.0, 0.0, 0.0], [0.0, 0.0, 0.0], [0.0, 0.0, -0.1], [0.0, 0.0, 0.0], [0.0, 0.0, 0.0], [0.0, 0.0, 0.0], [0.0, 0.0, 0.0], [0.0, -0.1, 0.0], [-0.2, -0.1, -0.3], [0.3, -0.1, -0.2], [0.3, 0.3, 0.4], [0.0, -0.2, 0.3], [-0.5, 0.3, -0.2], [0.1, 0.1, -0.2], [0.0, 0.0, 0.1], [0.0, 0.0, -0.1], [0.0, 0.1, 0.0], [0.1, 0.1, 0.0], [-0.1, 0.0, 0.2], [-0.1, 0.0, 0.1], [-0.1, 0.0, 0.0], [-0.1, 0.0, 0.1], [-0.2, -0.1, -0.4], [0.0, 0.1, -0.1], [0.0, 0.0, -0.1], [0.0, 0.0, 0.0], [0.1, -0.1, 0.1], [0.1, -0.1, 0.0], [-0.1, 0.0, 0.0], [0.0, 0.0, 0.0], [0.0, 0.0, 0.0], [0.0, 0.0, 0.0]]
}